[1]
# C13H16NO

The ion C13H16NO with charge +1 in a non-equilibrium geometry (wB97M-V/def2-TZVPD, the Open Molecules 2025 dataset).

Calculated values
Orbital gap (spin up / spin down)   7.630 / 8.444 eV
ΔE to the lowest compared entry with this formula, charge and spin   4.997 eV
E_tot   -17266.50166 eV
F_max   5.44 eV/A

```
! RIJCOSX wB97M-V def2-TZVPD def2/J DEFGRID3
* xyz 1 1
C -1.79471 -0.49327 -0.15253
C 0.51996 1.08192 -0.41947
C -0.62762 -0.70800 0.61618
C -1.67470 0.53331 -1.03681
C 0.55311 0.05385 0.46258
C -0.59081 1.32228 -1.16116
C -0.61533 -1.85223 1.50846
C 0.40106 -2.20488 2.23944
C -2.67865 0.99490 -2.00186
C -0.60534 2.40713 -2.17410
C -1.92941 2.15719 -2.81648
C 1.75234 -0.12401 1.33698
C 1.20855 -2.92227 3.28087
N 2.86231 -0.75532 0.31614
O 2.12017 0.83851 2.11770
H -2.72332 -1.11103 -0.05915
H 1.37999 1.70741 -0.52920
H -1.48962 -2.48632 1.38444
H -3.11812 0.30011 -2.71784
H -3.67493 1.32993 -1.45704
H -0.50341 3.44405 -1.82139
H 0.15636 2.21076 -2.90695
H -1.76358 1.87874 -3.90293
H -2.69650 3.08108 -2.78048
H 2.22614 -2.60971 3.30177
H 1.28566 -3.91631 2.96735
H 0.66226 -2.80159 4.28371
H 3.20333 -1.61636 0.77657
H 3.71786 -0.26013 0.14088
H 2.53700 -1.13033 -0.55120
H 1.89995 1.65059 1.75550
*
```



[2]
# C13H17BN2O4

The molecule C13H17BN2O4 in a non-equilibrium geometry (wB97M-V/def2-TZVPD, the Open Molecules 2025 dataset).

Calculated values
Orbital gap   9.757 eV
Structure (SMILES)   O=C(NCC(=O)N1CCC[C@H]1B(O)O)c1ccccc1
E_tot   -25605.80631 eV
F_max   2.90 eV/A

```
! RIJCOSX wB97M-V def2-TZVPD def2/J DEFGRID3
* xyz 0 1
O 2.14629 0.55721 0.91005
C 1.93062 0.88736 -0.26110
N 1.08531 1.99762 -0.63081
C -0.11616 1.96230 0.21234
C -1.01257 0.83328 -0.33184
O -1.03357 0.67724 -1.54451
N -1.70370 0.04737 0.54848
C -2.52050 -1.07674 0.14338
C -3.68948 -1.19582 1.27018
C -3.57685 0.08889 2.06107
C -2.04982 0.53906 1.96608
B -1.10833 -0.27889 2.91720
O -1.74186 -1.07768 3.85128
O 0.23568 -0.26631 2.74501
C 2.53084 0.19752 -1.35377
C 3.91717 0.21757 -1.49134
C 4.59850 -0.33801 -2.58558
C 3.81775 -0.88078 -3.58360
C 2.43401 -0.91643 -3.42219
C 1.75680 -0.39500 -2.37076
H 0.63393 1.86525 -1.56132
H -0.64017 2.93605 0.13317
H 0.18661 1.90033 1.25847
H -2.98349 -0.88033 -0.81938
H -1.92914 -2.00666 0.08614
H -3.38111 -2.12598 1.88697
H -4.78108 -1.36658 1.01477
H -3.85174 -0.05969 3.09912
H -4.23682 0.86259 1.61456
H -1.69513 1.58575 2.21794
H -1.10951 -1.55422 4.38686
H 0.91642 0.03730 2.05892
H 4.50500 0.53150 -0.62719
H 5.60001 -0.18007 -2.85966
H 4.29936 -1.14794 -4.53190
H 1.86504 -1.55230 -4.12035
H 0.70170 -0.42475 -2.28667
*
```



[3]
# C13H17CdClN2O4

A structure of composition C13H17CdClN2O4 in a non-equilibrium geometry (wB97M-V/def2-TZVPD, the Open Molecules 2025 dataset).

Calculated values
Orbital gap   7.426 eV
ΔE to the lowest compared entry with this formula, charge and spin   0.704 eV
E_tot   -42005.05014 eV
F_max   1.77 eV/A

```
! RIJCOSX wB97M-V def2-TZVPD def2/J DEFGRID3
* xyz 0 1
C -3.80024 -0.08977 0.74079
C -3.76592 1.11645 -0.20993
H -3.61588 -1.04377 0.23962
H -4.80070 -0.17803 1.17785
H -3.13634 0.00313 1.59944
H -2.94984 1.08836 -0.94710
H -4.69715 1.13088 -0.77995
H -3.71123 2.04447 0.35759
C 0.33539 -2.74566 0.35942
C 1.33761 -3.72247 0.38094
C 2.54754 -3.43967 -0.25713
C 2.70485 -2.20050 -0.86649
H -0.60248 -2.93731 0.87192
H 1.16282 -4.65794 0.90417
H 3.36545 -4.16006 -0.29384
H 3.64268 -1.93291 -1.34723
N 0.48126 -1.55156 -0.23501
C 1.66224 -1.25303 -0.82951
C 1.85138 0.11988 -1.34247
N 0.87839 1.02383 -1.09371
C 1.09366 2.31061 -1.41067
C 3.25996 1.82316 -2.35922
C 2.26504 2.74993 -2.04680
H 0.31390 3.02161 -1.13119
H 2.37601 3.80273 -2.28051
C 3.03713 0.50148 -1.99688
H 3.78327 -0.25050 -2.21241
H 4.18833 2.10500 -2.86250
Cd -1.17040 0.25798 0.17805
C -1.31309 2.35645 0.72497
H -1.62282 2.96821 -0.12910
H -0.27147 2.55995 0.96850
H -1.94031 2.59435 1.58521
O 0.23336 -1.68072 3.61408
Cl -0.56410 -0.68409 2.95624
O -1.52466 -1.36565 1.99712
O -1.33217 0.12662 3.86659
O 0.29852 0.18855 2.10913
*
```



[4]
# C13H17CdN3O3

A structure of composition C13H17CdN3O3 in a non-equilibrium geometry (wB97M-V/def2-TZVPD, the Open Molecules 2025 dataset).

Calculated values
Orbital gap (spin up / spin down)   7.926 / 5.283 eV
ΔE to the lowest compared entry with this formula, charge and spin   6.028 eV
E_tot   -28923.55164 eV
F_max   4.93 eV/A

```
! RIJCOSX wB97M-V def2-TZVPD def2/J DEFGRID3
* xyz 0 1
C 2.78504 1.53883 -0.42506
C 2.20800 -2.32638 -1.04516
H 2.50373 2.00658 -1.37778
H 3.65184 0.92857 -0.82180
H 3.27279 2.28426 0.17518
H 1.60655 -2.65830 -1.92486
H 3.04323 -1.79957 -1.54551
H 2.72207 -3.19260 -0.57067
C 0.00380 2.49810 -1.34251
C -0.96991 3.43536 -1.71417
C -2.30752 3.04716 -1.60353
C -2.57861 1.76274 -1.14183
H 1.04453 2.81279 -1.30048
H -0.64042 4.40464 -2.05324
H -3.10897 3.71626 -1.85741
H -3.60170 1.43226 -0.99102
N -0.24260 1.22864 -1.02076
C -1.53220 0.85847 -0.84666
C -1.81422 -0.50095 -0.30295
N -0.79103 -1.24038 0.16074
C -1.05263 -2.40198 0.76465
C -3.40938 -2.21010 0.35330
C -2.34189 -2.95183 0.85714
H -0.19271 -2.91175 1.20834
H -2.47036 -3.92908 1.31687
C -3.14024 -0.98406 -0.24781
H -3.93186 -0.38964 -0.67771
H -4.43183 -2.56022 0.41709
Cd 1.89568 -0.38272 -0.07110
C 1.89474 -1.70221 1.81148
H 1.81040 -2.77938 1.55148
H 1.01012 -1.41343 2.39615
H 2.76839 -1.55475 2.47336
O 2.75682 1.01201 2.26672
N 1.59277 1.49106 2.36060
O 1.31820 2.37974 3.19351
O 0.66939 1.05186 1.57543
*
```